1:
DFT (ωB97M-V/def2-TZVPD) results for the molecule C5H12N2S.

As for the total charge: 0. The SMILES is CCN(S)/C(C)=N\C.

Bonds (Å) are listed after each position.
Element x y z (Å)
1 C 0.70360 -2.05271 0.24608  C2 1.468, H9 1.164, H10 1.090, H11 1.268
2 C 1.11295 -0.77193 -0.34226  C1 1.468, N3 1.527, H12 1.130, H13 1.085
3 N 0.41837 0.25566 0.54806  C2 1.527, S4 1.669, C5 1.485
4 S 1.31082 0.89162 1.80640  N3 1.669, H14 1.537
5 C -0.80972 1.01553 0.20258  N3 1.485, C6 1.421, N7 1.324
6 C -1.77552 1.06797 1.24398  C5 1.421, H15 1.264, H16 1.258, H17 1.235
7 N -1.14877 1.11515 -1.07355  C5 1.324, C8 1.395
8 C -0.13557 1.19035 -2.02997  N7 1.395, H18 1.282, H19 1.206, H20 1.312
9 H 1.22786 -2.36066 1.23818  C1 1.164
10 H -0.36955 -2.15840 0.08977  C1 1.090
11 H 1.23218 -3.05875 -0.31630  C1 1.268
12 H 0.69108 -0.87554 -1.38566  C2 1.130
13 H 2.13419 -0.41887 -0.23973  C2 1.085
14 H 0.94592 -0.36288 2.61618  S4 1.537
15 H -1.83335 2.20052 1.80295  C6 1.264
16 H -1.15913 0.28268 2.00867  C6 1.258
17 H -2.69006 0.61112 0.55036  C6 1.235
18 H -0.71483 0.46502 -2.91468  C8 1.282
19 H -0.10113 2.29007 -2.52365  C8 1.206
20 H 0.96065 0.67404 -1.52741  C8 1.312

2:
DFT (ωB97M-V/def2-TZVPD) results for the molecule C5H12N2S.

As for the total charge: 0. The SMILES is CCN(C)/N=C\SC.

Bonds (Å) are listed after each position.
Element x y z (Å)
1 C -1.16871 -1.78766 0.27486  C2 1.523, H9 1.090, H10 1.106, H11 1.134
2 C -0.85982 -0.57816 -0.59714  C1 1.523, N3 1.476, H12 1.065, H13 1.109
3 N 0.53960 -0.13165 -0.45737  C2 1.476, C4 1.447, N5 1.411
4 C 1.47455 -1.14105 -0.90500  N3 1.447, H14 1.107, H15 1.123, H16 1.110
5 N 0.76172 1.01079 -1.25546  N3 1.411, C6 1.275
6 C 0.27638 2.13327 -0.89636  N5 1.275, S7 1.769, H17 1.114
7 S -0.62873 2.67294 0.52426  C6 1.769, C8 1.804
8 C -0.01517 1.64224 1.87208  S7 1.804, H18 1.071, H19 1.081, H20 1.079
9 H -0.68442 -2.70191 -0.06711  C1 1.090
10 H -2.25586 -1.99244 0.26232  C1 1.106
11 H -0.86252 -1.62221 1.35430  C1 1.134
12 H -1.48488 0.24131 -0.32773  C2 1.065
13 H -1.06393 -0.80700 -1.66299  C2 1.109
14 H 2.49704 -0.71850 -0.87955  C4 1.107
15 H 1.44413 -2.02653 -0.21524  C4 1.123
16 H 1.26615 -1.52319 -1.92564  C4 1.110
17 H 0.44477 2.97449 -1.60714  C6 1.114
18 H 1.05375 1.58589 1.88876  C8 1.071
19 H -0.39175 0.62962 1.84853  C8 1.081
20 H -0.34228 2.13973 2.77162  C8 1.079

Q: Which of them is the most stable? A: 2.

1:
DFT (ωB97M-V/def2-TZVPD) results for the molecule C5H12N2S.

As for the total charge: 0. The SMILES is C/N=C(\NS)C(C)C.

Bonds (Å) are listed after each position.
Element x y z (Å)
1 C 1.57368 1.96921 -0.30604  N2 1.426, H9 1.106, H10 1.109, H11 1.118
2 N 0.29773 1.33230 -0.27316  C1 1.426, C3 1.271
3 C 0.22758 0.16776 0.22993  N2 1.271, N4 1.451, C6 1.515
4 N 1.36902 -0.47179 0.85839  C3 1.451, S5 1.714, H12 0.989
5 S 2.64214 -1.10837 -0.09624  N4 1.714, H13 1.345
6 C -1.08174 -0.58492 0.35219  C3 1.515, C7 1.545, C8 1.517, H14 1.111
7 C -2.32373 0.32662 0.23234  C6 1.545, H15 1.065, H16 1.066, H17 1.141
8 C -1.08523 -1.68870 -0.68912  C6 1.517, H18 1.110, H19 1.097, H20 1.135
9 H 2.20669 1.68387 -1.16635  C1 1.106
10 H 1.38903 3.06214 -0.28694  C1 1.109
11 H 2.14525 1.75873 0.63102  C1 1.118
12 H 1.12313 -1.01794 1.64485  N4 0.989
13 H 3.49433 -0.07419 0.02433  S5 1.345
14 H -1.10510 -1.07826 1.34762  C6 1.111
15 H -2.22700 1.12980 0.92492  C7 1.065
16 H -3.20388 -0.26219 0.35473  C7 1.066
17 H -2.26886 0.86548 -0.77229  C7 1.141
18 H -0.99746 -1.30329 -1.72645  C8 1.110
19 H -1.98065 -2.32228 -0.70454  C8 1.097
20 H -0.19495 -2.38397 -0.57920  C8 1.135

2:
DFT (ωB97M-V/def2-TZVPD) results for the molecule C5H12N2S.

As for the total charge: 0. The SMILES is N[C@@H]1[C@H](N)[C@@H]1CCS.

Bonds (Å) are listed after each position.
Element x y z (Å)
1 N -2.23636 0.04809 -0.83722  C2 1.431, H9 0.949, H10 1.152
2 C -1.53259 -0.31741 0.35349  N1 1.431, C3 1.549, C5 1.589, H11 1.170
3 C -0.52729 0.79843 0.73205  C2 1.549, N4 1.485, C5 1.485, H12 1.172
4 N -0.24780 1.94744 -0.16637  C3 1.485, H13 1.215, H14 1.174
5 C 0.01709 -0.57617 0.59093  C2 1.589, C3 1.485, C6 1.491, H15 1.169
6 C 0.85514 -1.16795 -0.49102  C5 1.491, C7 1.557, H16 1.058, H17 1.101
7 C 2.31135 -0.95047 0.01586  C6 1.557, S8 1.887, H18 1.139, H19 1.039
8 S 2.79699 0.86237 -0.17649  C7 1.887, H20 1.313
9 H -2.41028 -0.73644 -1.34164  N1 0.949
10 H -3.20057 0.49281 -0.39002  N1 1.152
11 H -2.26072 -0.57359 1.23335  C2 1.170
12 H -0.26967 1.16078 1.81688  C3 1.172
13 H -1.22823 2.64527 -0.33444  N4 1.215
14 H -0.55569 1.21163 -1.02740  N4 1.174
15 H 0.14219 -0.94670 1.69254  C5 1.169
16 H 0.59799 -2.19155 -0.55888  C6 1.058
17 H 0.90959 -0.44268 -1.31747  C6 1.101
18 H 2.77953 -1.58324 -0.80737  C7 1.139
19 H 2.40764 -1.16396 1.02858  C7 1.039
20 H 1.65168 1.48335 -0.01535  S8 1.313

3:
DFT (ωB97M-V/def2-TZVPD) results for the molecule C5H12N2S.

As for the total charge: 0. The SMILES is CC(C)(S)C/C=N\N.

Bonds (Å) are listed after each position.
Element x y z (Å)
1 C -1.14891 -0.71213 1.35268  C2 1.574, H9 1.089, H10 1.087, H11 1.097
2 C -0.78101 0.06674 0.03494  C1 1.574, C3 1.495, S4 1.838, C5 1.544
3 C -1.99420 0.13903 -0.83493  C2 1.495, H12 1.080, H13 1.105, H14 1.116
4 S -0.33297 1.78156 0.52220  C2 1.838, H15 1.330
5 C 0.39614 -0.69288 -0.61502  C2 1.544, C6 1.493, H16 1.113, H17 1.094
6 C 1.62556 -0.91798 0.20098  C5 1.493, N7 1.276, H18 1.094
7 N 2.67214 -0.20606 0.36083  C6 1.276, N8 1.354
8 N 2.65452 1.04191 -0.16471  N7 1.354, H19 1.024, H20 1.015
9 H -1.54446 -1.70602 1.14741  C1 1.089
10 H -1.93155 -0.17738 1.88501  C1 1.087
11 H -0.28130 -0.81689 2.01655  C1 1.097
12 H -1.74058 0.61804 -1.76871  C3 1.080
13 H -2.29263 -0.89526 -1.08400  C3 1.105
14 H -2.84118 0.67915 -0.34765  C3 1.116
15 H -0.14890 2.37601 -0.65329  S4 1.330
16 H 0.62717 -0.13028 -1.54688  C5 1.113
17 H 0.03490 -1.65464 -0.99116  C5 1.094
18 H 1.70696 -1.93904 0.58507  C6 1.094
19 H 1.79830 1.59637 -0.07688  N8 1.024
20 H 3.52200 1.54977 -0.02244  N8 1.015

Q: Which of them is the most stable? A: 1.

1:
DFT (ωB97M-V/def2-TZVPD) results for a 11-piece molecular cluster, C18H15BCl40F3O5P overall.

As for the total charge: 0. The SMILES is O=COCCCCB(C[C@H](O)C(F)(F)F)P(O)O.ClC(Cl)(Cl)Cl.ClC(Cl)(Cl)Cl.ClC(Cl)(Cl)Cl.ClC(Cl)(Cl)Cl.ClC(Cl)(Cl)Cl.ClC(Cl)(Cl)Cl.ClC(Cl)(Cl)Cl.ClC(Cl)(Cl)Cl.ClC(Cl)(Cl)Cl.ClC(Cl)(Cl)Cl.

Bonds (Å) are listed after each position.
Element x y z (Å)
1 O 4.65208 -2.30376 -0.23771  C2 1.189
2 C 4.52132 -2.13970 -1.40811  O1 1.189, O3 1.346, H19 1.105
3 O 3.34067 -2.27767 -2.03950  C2 1.346, C4 1.446
4 C 3.40110 -2.84657 -3.36757  O3 1.446, C5 1.516, H20 1.099, H21 1.093
5 C 1.97342 -2.86524 -3.87656  C4 1.516, C6 1.534, H22 1.092, H23 1.097
6 C 1.52656 -1.47658 -4.35013  C5 1.534, C7 1.548, H24 1.098, H25 1.096
7 C -0.01279 -1.32288 -4.29918  C6 1.548, B8 1.561, H26 1.099, H27 1.098
8 B -0.39653 -0.90976 -2.84377  C7 1.561, C9 1.566, P16 1.967
9 C -1.30592 -1.76172 -1.89609  B8 1.566, C10 1.542, H28 1.102, H29 1.094
10 C -2.62003 -2.26048 -2.53013  C9 1.542, O11 1.418, C12 1.520, H30 1.096
11 O -3.73149 -1.72126 -1.83496  C10 1.418, H31 0.964
12 C -2.74050 -3.77258 -2.43409  C10 1.520, F13 1.333, F14 1.351, F15 1.334
13 F -3.91435 -4.21434 -2.88425  C12 1.333
14 F -1.78006 -4.36964 -3.17311  C12 1.351
15 F -2.60077 -4.20680 -1.18026  C12 1.334
16 P 0.36389 0.77998 -2.18449  B8 1.967, O17 1.667, O18 1.647
17 O -1.07195 1.23290 -1.46775  P16 1.667, H32 0.969
18 O 1.23558 0.23002 -0.90013  P16 1.647, H33 0.966
19 H 5.34318 -1.82062 -2.07385  C2 1.105
20 H 4.03389 -2.20751 -3.99929  C4 1.099
21 H 3.84540 -3.84453 -3.31894  C4 1.093
22 H 1.85073 -3.60902 -4.66731  C5 1.092
23 H 1.34985 -3.16178 -3.02430  C5 1.097
24 H 2.01534 -0.71639 -3.72695  C6 1.098
25 H 1.88404 -1.30649 -5.37176  C6 1.096
26 H -0.30580 -0.52257 -4.99355  C7 1.099
27 H -0.47996 -2.26168 -4.62465  C7 1.098
28 H -0.69048 -2.61883 -1.57798  C9 1.102
29 H -1.58084 -1.21315 -0.98999  C9 1.094
30 H -2.68276 -2.00771 -3.59427  C10 1.096
31 H -4.22011 -1.11704 -2.40588  O11 0.964
32 H -1.09480 2.19947 -1.40582  O17 0.969
33 H 1.01161 -0.65741 -0.59107  O18 0.966
34 Cl 2.04008 1.91214 2.71960  C35 1.764
35 C 1.50244 0.23245 2.76091  Cl34 1.764, Cl36 1.769, Cl37 1.766, Cl38 1.766
36 Cl 2.61289 -0.73958 1.78603  C35 1.769
37 Cl 1.52486 -0.35488 4.42596  C35 1.766
38 Cl -0.13969 0.11314 2.12225  C35 1.766
39 Cl 5.48351 6.61496 3.39768  C40 1.764
40 C 4.92289 4.94282 3.35466  Cl39 1.764, Cl41 1.767, Cl42 1.763, Cl43 1.769
41 Cl 5.90270 4.01586 2.21350  C40 1.767
42 Cl 5.05386 4.21211 4.95417  C40 1.763
43 Cl 3.23419 4.89779 2.83105  C40 1.769
44 Cl 0.91850 4.56248 0.41266  C45 1.763
45 C 0.15358 5.79621 -0.58758  Cl44 1.763, Cl46 1.776, Cl47 1.765, Cl48 1.762
46 Cl -0.57230 5.03591 -2.01882  C45 1.776
47 Cl -1.10875 6.61628 0.33324  C45 1.765
48 Cl 1.36441 6.96409 -1.11149  C45 1.762
49 Cl -9.06303 -0.82220 -1.71639  C50 1.761
50 C -7.46322 -0.32453 -1.17411  Cl49 1.761, Cl51 1.762, Cl52 1.761, Cl53 1.779
51 Cl -7.58092 1.13845 -0.19898  C50 1.762
52 Cl -6.72346 -1.61562 -0.23260  C50 1.761
53 Cl -6.45271 0.01998 -2.59736  C50 1.779
54 Cl 4.87776 -1.79050 3.71020  C55 1.764
55 C 6.18660 -2.35046 4.75184  Cl54 1.764, Cl56 1.763, Cl57 1.765, Cl58 1.772
56 Cl 6.18680 -4.11285 4.77881  C55 1.763
57 Cl 7.73460 -1.75425 4.14763  C55 1.765
58 Cl 5.92460 -1.74311 6.39550  C55 1.772
59 Cl 3.99796 1.89319 9.72583  C60 1.765
60 C 5.41590 2.36493 8.78683  Cl59 1.765, Cl61 1.765, Cl62 1.768, Cl63 1.768
61 Cl 6.87611 2.07350 9.73416  C60 1.765
62 Cl 5.47884 1.41583 7.29674  C60 1.768
63 Cl 5.30916 4.08250 8.38069  C60 1.768
64 Cl 0.91936 -6.00093 6.80307  C65 1.767
65 C 2.50687 -5.87510 6.03829  Cl64 1.767, Cl66 1.768, Cl67 1.767, Cl68 1.762
66 Cl 3.76540 -5.97994 7.27513  C65 1.768
67 Cl 2.70985 -7.19655 4.88298  C65 1.767
68 Cl 2.64164 -4.33345 5.19626  C65 1.762
69 Cl -7.22799 4.47683 2.78129  C70 1.765
70 C -7.47058 4.97731 1.10609  Cl69 1.765, Cl71 1.765, Cl72 1.766, Cl73 1.768
71 Cl -7.47700 6.74005 1.00882  C70 1.765
72 Cl -6.16265 4.33639 0.10744  C70 1.766
73 Cl -9.01826 4.35029 0.52559  C70 1.768
74 Cl -12.08471 -3.20865 -1.18925  C75 1.769
75 C -10.96521 -4.44131 -1.78678  Cl74 1.769, Cl76 1.767, Cl77 1.762, Cl78 1.765
76 Cl -10.79246 -4.27065 -3.53742  C75 1.767
77 Cl -9.39457 -4.22195 -1.01977  C75 1.762
78 Cl -11.59976 -6.04446 -1.40974  C75 1.765
79 Cl 1.49702 6.46888 -4.53294  C80 1.763
80 C 2.98444 6.89309 -5.37957  Cl79 1.763, Cl81 1.767, Cl82 1.766, Cl83 1.766
81 Cl 4.34974 6.73827 -4.26800  C80 1.767
82 Cl 3.21841 5.80753 -6.75336  C80 1.766
83 Cl 2.88282 8.55911 -5.95739  C80 1.766

2:
DFT (ωB97M-V/def2-TZVPD) results for a 11-piece molecular cluster, C18H15BCl40F3O5P overall.

As for the total charge: 0. The SMILES is O=COCCCCB(C[C@H](O)C(F)(F)F)P(O)O.ClC(Cl)(Cl)Cl.ClC(Cl)(Cl)Cl.ClC(Cl)(Cl)Cl.ClC(Cl)(Cl)Cl.ClC(Cl)(Cl)Cl.ClC(Cl)(Cl)Cl.ClC(Cl)(Cl)Cl.ClC(Cl)(Cl)Cl.ClC(Cl)(Cl)Cl.ClC(Cl)(Cl)Cl.

Bonds (Å) are listed after each position.
Element x y z (Å)
1 O 4.39565 -2.28619 0.33438  C2 1.157
2 C 4.24249 -1.93383 -0.75700  O1 1.157, O3 1.361, H19 1.104
3 O 3.07011 -2.09786 -1.42830  C2 1.361, C4 1.457
4 C 3.36780 -2.65173 -2.74242  O3 1.457, C5 1.521, H20 1.094, H21 1.092
5 C 2.01797 -2.82552 -3.42180  C4 1.521, C6 1.542, H22 1.087, H23 1.092
6 C 1.56166 -1.44445 -3.93252  C5 1.542, C7 1.558, H24 1.092, H25 1.092
7 C 0.01267 -1.38439 -4.09085  C6 1.558, B8 1.564, H26 1.094, H27 1.091
8 B -0.56180 -0.93231 -2.70835  C7 1.564, C9 1.584, P16 1.956
9 C -1.54777 -1.76854 -1.79350  B8 1.584, C10 1.550, H28 1.100, H29 1.089
10 C -2.79562 -2.33791 -2.51616  C9 1.550, O11 1.414, C12 1.533, H30 1.092
11 O -3.93458 -1.75240 -1.91712  C10 1.414, H31 0.965
12 C -2.91483 -3.84198 -2.24204  C10 1.533, F13 1.311, F14 1.298, F15 1.315
13 F -4.09761 -4.27050 -2.61051  C12 1.311
14 F -1.98739 -4.54625 -2.81518  C12 1.298
15 F -2.87560 -4.03663 -0.94239  C12 1.315
16 P 0.04817 0.80579 -2.04999  B8 1.956, O17 1.672, O18 1.667
17 O -1.37438 1.47451 -1.48150  P16 1.672, H32 0.966
18 O 0.92927 0.49387 -0.67004  P16 1.667, H33 0.969
19 H 5.03280 -1.39117 -1.30503  C2 1.104
20 H 4.00323 -1.94812 -3.28903  C4 1.094
21 H 3.90933 -3.59394 -2.63442  C4 1.092
22 H 2.03372 -3.57316 -4.21023  C5 1.087
23 H 1.30612 -3.10634 -2.64223  C5 1.092
24 H 1.94172 -0.64744 -3.29002  C6 1.092
25 H 2.03075 -1.28858 -4.90664  C6 1.092
26 H -0.19570 -0.62338 -4.84885  C7 1.094
27 H -0.32763 -2.36983 -4.41255  C7 1.091
28 H -0.95919 -2.58726 -1.35315  C9 1.100
29 H -1.89201 -1.13984 -0.97379  C9 1.089
30 H -2.82231 -2.14471 -3.59028  C10 1.092
31 H -4.38891 -1.18852 -2.55546  O11 0.965
32 H -1.27274 2.42307 -1.63231  O17 0.966
33 H 0.70926 -0.38505 -0.32587  O18 0.969
34 Cl 2.20059 2.10749 2.78201  C35 1.765
35 C 1.52745 0.47689 2.83905  Cl34 1.765, Cl36 1.770, Cl37 1.768, Cl38 1.768
36 Cl 2.41255 -0.54492 1.69616  C35 1.770
37 Cl 1.69245 -0.17949 4.47216  C35 1.768
38 Cl -0.18403 0.52645 2.39712  C35 1.768
39 Cl 6.07474 6.46883 3.26668  C40 1.768
40 C 5.39560 4.83768 3.32316  Cl39 1.768, Cl41 1.768, Cl42 1.767, Cl43 1.769
41 Cl 6.25540 3.79903 2.17984  C40 1.768
42 Cl 5.56192 4.17853 4.95371  C40 1.767
43 Cl 3.68275 4.89712 2.88489  C40 1.769
44 Cl 1.34538 4.69837 0.78306  C45 1.766
45 C 0.57017 5.92187 -0.22712  Cl44 1.766, Cl46 1.774, Cl47 1.767, Cl48 1.768
46 Cl -0.32245 5.12741 -1.53799  C45 1.774
47 Cl -0.55307 6.87270 0.75092  C45 1.767
48 Cl 1.80491 6.98646 -0.91039  C45 1.768
49 Cl -9.18336 -1.05902 -2.13133  C50 1.765
50 C -7.63711 -0.48127 -1.50746  Cl49 1.765, Cl51 1.765, Cl52 1.765, Cl53 1.776
51 Cl -7.87839 1.02425 -0.61746  C50 1.765
52 Cl -6.94241 -1.69861 -0.43467  C50 1.765
53 Cl -6.53035 -0.18670 -2.86452  C50 1.776
54 Cl 4.65884 -1.75761 3.05541  C55 1.767
55 C 6.10529 -2.44431 3.80275  Cl54 1.767, Cl56 1.766, Cl57 1.769, Cl58 1.772
56 Cl 6.01368 -4.20644 3.73767  C55 1.766
57 Cl 7.54327 -1.89045 2.93391  C55 1.769
58 Cl 6.20009 -1.92277 5.49361  C55 1.772
59 Cl 4.65999 2.53677 10.04645  C60 1.767
60 C 6.04673 2.79160 8.98062  Cl59 1.767, Cl61 1.768, Cl62 1.769, Cl63 1.769
61 Cl 7.54298 2.56628 9.89420  C60 1.768
62 Cl 5.98776 1.63081 7.64704  C60 1.769
63 Cl 5.99517 4.43470 8.32830  C60 1.769
64 Cl 1.34444 -6.42600 6.60458  C65 1.769
65 C 2.74503 -6.20794 5.54676  Cl64 1.769, Cl66 1.769, Cl67 1.768, Cl68 1.765
66 Cl 4.22999 -6.41241 6.48545  C65 1.769
67 Cl 2.69780 -7.41059 4.25103  C65 1.768
68 Cl 2.71172 -4.58795 4.84678  C65 1.765
69 Cl -7.88258 4.48265 2.18016  C70 1.767
70 C -7.99967 4.87660 0.46136  Cl69 1.767, Cl71 1.768, Cl72 1.769, Cl73 1.770
71 Cl -8.03817 6.63222 0.25885  C70 1.768
72 Cl -6.59728 4.21606 -0.39059  C70 1.769
73 Cl -9.48230 4.17463 -0.20330  C70 1.770
74 Cl -12.22787 -3.35300 -1.72309  C75 1.770
75 C -11.02935 -4.57508 -2.17186  Cl74 1.770, Cl76 1.769, Cl77 1.765, Cl78 1.768
76 Cl -10.75240 -4.51220 -3.91749  C75 1.769
77 Cl -9.51549 -4.24866 -1.32546  C75 1.765
78 Cl -11.62699 -6.17824 -1.72658  C75 1.768
79 Cl 1.53147 6.32949 -4.05525  C80 1.766
80 C 2.94109 6.58364 -5.08837  Cl79 1.766, Cl81 1.769, Cl82 1.769, Cl83 1.769
81 Cl 4.41294 6.38149 -4.12884  C80 1.769
82 Cl 2.93086 5.40500 -6.40723  C80 1.769
83 Cl 2.89553 8.21921 -5.75953  C80 1.769

Q: Which of them is the most stable? A: 1.